{
  "formula": "C67H156Br4MnN6O3P",
  "method": "wB97M-V/def2-TZVPD",
  "symbols": ["Mn", "C", "C", "N", "C", "C", "C", "C", "C", "O", "C", "H", "H", "H", "H", "H", "H", "H", "H", "H", "H", "H", "H", "H", "H", "H", "H", "H", "H", "H", "H", "C", "C", "N", "C", "C", "C", "C", "C", "O", "C", "H", "H", "H", "H", "H", "H", "H", "H", "H", "H", "H", "H", "H", "H", "H", "H", "H", "H", "H", "H", "C", "C", "N", "C", "C", "C", "C", "C", "O", "C", "H", "H", "H", "H", "H", "H", "H", "H", "H", "H", "H", "H", "H", "H", "H", "H", "H", "H", "H", "H", "C", "C", "C", "C", "N", "C", "C", "C", "C", "C", "H", "H", "H", "H", "H", "H", "H", "H", "H", "H", "H", "H", "H", "H", "H", "H", "H", "H", "H", "H", "C", "C", "C", "C", "N", "C", "C", "C", "C", "C", "H", "H", "H", "H", "H", "H", "H", "H", "H", "H", "H", "H", "H", "H", "H", "H", "H", "H", "H", "H", "C", "C", "C", "C", "N", "C", "C", "C", "C", "C", "H", "H", "H", "H", "H", "H", "H", "H", "H", "H", "H", "H", "H", "H", "H", "H", "H", "H", "H", "H", "C", "C", "C", "C", "P", "C", "C", "C", "C", "C", "C", "C", "C", "C", "C", "C", "C", "H", "H", "H", "H", "H", "H", "H", "H", "H", "H", "H", "H", "H", "H", "H", "H", "H", "H", "H", "H", "H", "H", "H", "H", "H", "H", "H", "H", "H", "H", "H", "H", "H", "H", "H", "H", "Br", "Br", "Br", "Br"],
  "coordinates": [[16.29490, 16.13611, 16.82407], [20.90017, 15.06160, 20.63416], [21.08644, 14.08410, 19.52671], [20.33789, 12.73157, 19.63750], [18.86476, 13.05612, 19.59872], [20.71515, 11.95173, 18.45454], [20.46372, 12.54824, 17.02894], [20.72334, 12.08215, 20.91777], [20.41022, 10.60597, 21.08719], [19.03883, 10.50599, 21.21067], [18.74757, 9.19267, 21.57334], [19.82540, 15.38233, 20.73840], [21.50815, 15.94237, 20.50186], [21.21055, 14.74303, 21.63623], [22.17363, 13.87794, 19.31216], [20.65089, 14.58903, 18.64846], [18.13868, 12.25460, 19.50286], [18.59446, 13.86862, 18.84981], [18.58176, 13.49114, 20.58047], [20.17379, 10.98624, 18.63695], [21.74481, 11.73496, 18.64521], [21.21817, 13.36267, 16.88426], [19.39493, 12.85934, 16.89552], [20.61380, 11.80566, 16.23402], [20.35097, 12.61446, 21.74762], [21.81563, 12.13588, 21.03871], [20.73283, 10.37141, 22.07667], [20.86032, 9.97553, 20.34014], [17.72506, 9.12010, 21.98412], [19.49412, 8.79097, 22.23710], [18.67785, 8.48568, 20.73950], [13.85871, 21.11943, 20.20125], [14.90365, 21.25783, 21.31558], [16.30328, 21.13189, 20.98258], [17.21884, 21.32239, 22.15261], [16.52275, 19.77990, 20.35132], [17.95922, 19.49384, 19.89224], [16.73346, 22.27395, 20.03631], [16.28332, 23.68587, 20.28704], [17.03766, 24.14352, 21.34797], [16.83388, 25.51969, 21.59165], [14.04887, 21.75859, 19.33163], [13.00272, 21.54849, 20.68728], [13.64589, 20.09953, 19.88592], [14.77202, 20.49035, 22.09949], [14.82017, 22.20537, 21.80124], [17.10191, 22.36166, 22.49286], [18.25313, 21.12995, 21.86880], [16.95599, 20.60988, 22.96279], [15.78174, 19.76733, 19.55940], [16.14283, 19.03288, 21.11350], [18.61834, 19.25983, 20.71641], [18.30766, 20.31525, 19.22110], [17.91905, 18.53768, 19.35746], [16.43502, 22.00957, 19.05555], [17.80748, 22.39746, 20.08315], [15.23940, 23.82012, 20.42227], [16.59201, 24.22706, 19.36465], [17.50213, 25.94001, 22.35790], [15.89416, 25.61678, 22.06988], [16.82333, 26.07307, 20.63837], [11.90687, 20.45403, 15.07262], [10.87282, 20.48707, 16.16074], [10.03950, 19.21470, 16.35024], [10.93139, 17.97795, 16.48689], [9.26678, 19.36493, 17.55352], [8.24700, 20.50797, 17.58721], [9.16319, 19.01044, 15.11854], [8.02549, 18.00701, 15.23234], [8.65369, 16.77490, 15.37769], [7.71168, 15.68468, 15.64292], [11.59803, 20.50770, 14.05448], [12.56952, 19.53303, 15.13351], [12.64125, 21.25786, 15.28771], [10.13020, 21.28928, 15.95746], [11.43571, 20.71797, 17.05392], [11.83205, 18.22334, 17.03383], [11.19519, 17.70302, 15.44483], [10.40136, 17.13931, 16.86902], [10.06982, 19.41569, 18.30097], [8.68606, 18.42777, 17.65501], [7.41819, 20.42786, 16.85411], [8.71404, 21.48205, 17.40300], [7.73726, 20.49920, 18.54064], [9.83546, 18.66027, 14.40977], [8.76185, 19.98050, 14.84887], [7.37714, 18.13058, 14.37206], [7.36862, 18.24294, 16.07652], [7.24661, 15.86330, 16.61195], [8.13785, 14.68371, 15.65808], [6.88452, 15.61262, 14.91198], [20.06839, 20.18571, 9.46236], [19.08442, 21.32100, 9.74672], [18.38549, 21.22548, 11.10302], [17.11943, 22.06110, 11.09576], [16.51953, 22.08602, 12.54322], [17.48388, 22.85084, 13.43720], [17.24540, 22.24760, 14.87326], [17.17114, 20.83754, 14.47506], [16.32641, 20.74494, 13.16738], [15.24078, 22.86192, 12.40753], [20.74948, 20.13376, 10.31671], [20.64593, 20.23001, 8.51548], [19.53645, 19.20776, 9.35808], [18.33351, 21.18663, 8.97089], [19.58559, 22.25027, 9.53653], [19.12927, 21.65192, 11.82104], [18.18756, 20.20933, 11.33337], [16.37860, 21.49757, 10.50398], [17.28186, 23.03345, 10.70693], [17.17543, 23.90186, 13.32217], [18.48737, 22.61089, 13.02265], [16.32033, 22.63557, 15.30231], [18.08988, 22.44750, 15.55292], [16.68427, 20.19266, 15.22393], [18.13725, 20.42425, 14.36630], [15.24308, 20.64829, 13.29179], [16.53548, 19.89591, 12.52141], [15.50773, 23.82481, 11.95956], [14.75004, 22.89224, 13.35970], [14.53939, 22.41586, 11.72383], [21.80066, 12.32014, 9.26924], [22.78198, 13.49383, 9.63183], [22.52006, 14.27321, 10.86229], [21.26829, 15.20978, 10.68035], [20.61151, 15.71556, 11.88367], [19.68222, 16.83316, 11.60477], [19.46248, 17.60564, 12.93627], [20.68157, 17.23607, 13.69780], [21.59243, 16.40550, 12.84224], [19.87394, 14.58195, 12.54343], [21.43206, 11.66229, 10.07567], [22.31010, 11.69054, 8.53349], [20.95896, 12.66453, 8.66795], [22.64932, 14.21247, 8.83275], [23.79428, 13.13410, 9.58496], [23.36776, 14.93448, 11.03728], [22.44423, 13.67459, 11.80248], [20.56830, 14.71053, 10.05704], [21.56180, 16.04903, 10.03072], [18.77020, 16.45504, 11.15552], [20.09527, 17.43865, 10.81565], [18.54862, 17.18795, 13.43074], [19.33312, 18.67114, 12.63180], [20.37850, 16.69389, 14.56793], [21.22618, 18.14232, 13.96528], [22.15625, 15.61424, 13.33528], [22.27899, 17.04477, 12.23046], [19.61081, 14.76932, 13.58779], [20.52261, 13.71683, 12.54681], [18.96171, 14.40037, 11.96408], [12.97250, 8.85629, 24.79496], [14.20092, 9.64892, 25.24185], [14.81199, 10.51844, 24.12130], [13.83786, 11.63666, 23.68364], [14.23724, 12.40491, 22.34628], [13.17579, 13.51936, 22.02722], [12.06580, 12.72989, 21.35888], [12.64775, 11.38896, 20.86208], [14.16466, 11.45071, 21.13741], [15.58486, 12.98746, 22.48164], [12.52776, 8.23850, 25.55135], [13.14809, 8.17296, 23.91252], [12.18637, 9.55083, 24.48476], [14.93023, 8.87902, 25.53179], [13.88554, 10.28196, 26.09931], [15.04765, 9.88411, 23.28503], [15.79505, 10.97665, 24.50828], [13.60236, 12.40882, 24.44786], [12.95652, 11.16731, 23.35202], [13.73144, 14.19362, 21.39308], [12.82212, 13.96739, 22.96500], [11.53105, 13.25730, 20.56222], [11.31333, 12.53493, 22.09788], [12.46754, 11.30378, 19.77738], [12.23905, 10.51774, 21.33696], [14.66750, 11.98625, 20.35958], [14.64528, 10.51966, 21.35691], [15.61108, 13.65758, 23.31370], [15.74831, 13.40312, 21.49389], [16.32337, 12.20139, 22.57620], [10.11031, 13.57755, 17.91755], [11.27807, 14.00104, 17.00048], [11.94595, 12.85926, 16.31977], [12.96904, 13.33467, 15.15036], [13.63838, 11.98038, 14.22539], [12.65757, 10.44676, 14.21732], [11.37160, 10.48772, 13.35874], [10.28840, 9.47278, 13.90267], [9.00473, 9.55966, 13.02777], [13.89151, 12.53066, 12.49715], [14.67212, 11.59723, 11.58729], [15.06838, 12.38170, 10.37116], [13.92462, 13.13994, 9.70704], [15.26688, 11.65246, 15.01540], [15.42812, 11.49629, 16.48491], [14.83475, 10.19138, 17.07413], [15.65057, 9.03809, 16.55544], [9.70649, 14.48966, 18.37784], [10.38969, 12.90781, 18.68412], [9.24937, 13.22498, 17.33412], [12.03236, 14.62736, 17.45590], [10.78747, 14.54154, 16.17683], [11.24192, 12.10932, 15.93037], [12.56170, 12.27051, 17.03901], [13.85983, 13.78333, 15.59438], [12.54562, 14.13076, 14.53590], [12.53370, 10.18002, 15.29732], [13.30458, 9.65679, 13.79963], [11.62818, 10.31286, 12.30934], [10.96638, 11.49770, 13.37153], [9.93264, 9.65957, 14.91673], [10.73301, 8.48594, 13.77768], [8.50312, 10.52661, 13.13936], [8.19499, 8.83692, 13.24057], [9.26496, 9.35468, 11.97364], [14.39336, 13.50269, 12.53530], [12.88779, 12.67476, 12.22675], [14.02194, 10.73841, 11.29807], [15.59648, 11.27778, 12.13660], [15.43525, 11.73233, 9.56998], [15.86745, 13.04757, 10.70047], [13.53928, 13.99370, 10.26226], [13.06697, 12.58336, 9.37151], [14.29032, 13.52278, 8.79479], [15.89043, 12.45765, 14.72494], [15.78322, 10.82244, 14.54097], [15.08629, 12.35524, 17.02327], [16.53329, 11.60032, 16.66906], [13.77334, 10.07061, 16.86053], [14.94464, 10.17655, 18.11782], [15.70965, 8.13396, 17.16364], [16.73244, 9.35662, 16.52173], [15.30917, 8.81573, 15.57296], [18.73560, 16.51053, 17.40222], [14.97139, 18.31608, 16.78753], [16.00740, 15.44516, 14.41148], [15.28077, 14.62956, 18.52014]],
  "atomic_forces_ev_per_a": [[0.121, 0.324, -0.225], [-1.293, 0.194, 1.902], [0.543, 0.246, -1.126], [-1.038, 2.527, -0.130], [-1.382, 2.067, 0.657], [-0.851, -2.216, -0.710], [-0.070, 0.371, 0.881], [1.986, -1.494, -0.417], [-0.290, 2.042, 0.347], [-1.290, -0.258, -0.841], [-1.887, -1.413, -0.202], [1.063, -0.171, -0.305], [0.087, 0.315, -0.615], [-0.015, -0.403, -0.210], [-1.129, -0.128, 0.369], [0.267, -0.500, 0.078], [0.791, -0.721, -0.371], [0.791, -1.093, 0.676], [0.461, -0.141, -0.508], [0.364, 0.733, -0.755], [0.873, -0.222, -0.434], [-1.063, -0.458, -0.190], [1.061, 0.231, 0.261], [0.285, -0.112, 0.592], [-0.885, 0.783, 0.630], [-0.114, 0.287, -0.467], [1.407, -0.390, 0.590], [0.143, -0.469, -0.317], [0.574, 0.365, 0.331], [0.102, -0.120, 0.667], [0.435, 0.269, -0.428], [0.596, 0.430, 0.301], [-0.812, -0.866, 1.006], [2.573, 0.995, -1.180], [-0.570, -0.320, 1.425], [-0.189, -0.611, 0.672], [-1.066, -0.008, -0.490], [-0.025, -0.313, -0.044], [1.098, -0.144, -0.517], [0.734, 0.245, 0.775], [0.050, 0.642, 0.156], [0.182, -0.214, 0.116], [-0.831, -0.043, -0.019], [0.120, 0.054, 0.039], [-0.429, 0.321, -0.302], [-0.325, 0.650, 0.358], [0.154, -0.536, -0.014], [-0.255, 0.146, -0.190], [-0.021, 0.404, -0.518], [0.342, -0.292, -0.520], [0.630, 0.776, -0.697], [0.295, 0.540, 0.251], [0.078, -0.906, 0.576], [-0.020, 0.368, -0.393], [-0.263, -0.576, -1.010], [0.267, -0.666, -0.066], [-1.241, 0.194, 0.179], [-0.351, -0.153, 0.213], [0.443, -0.490, -0.771], [-1.432, 0.335, 0.210], [0.297, 0.060, 0.450], [2.316, -1.293, 0.398], [-0.702, 0.333, -0.949], [0.886, -0.549, -1.647], [0.578, 0.899, -1.739], [-1.437, -0.491, 1.383], [0.099, 0.346, -0.706], [-1.178, 0.900, 1.124], [0.476, 0.778, 0.900], [-0.868, -2.182, -0.171], [-0.753, 0.626, -0.136], [-0.653, 0.289, -0.648], [-0.808, 0.886, 0.134], [-0.625, -0.173, -0.275], [0.600, -0.519, 0.305], [-0.419, -0.302, 0.684], [0.092, 0.087, 0.247], [0.182, 0.113, 0.820], [-0.593, -0.243, 0.583], [-0.797, 0.136, 0.491], [0.598, 0.332, 0.343], [0.651, -0.292, 0.176], [-0.224, -0.133, 0.416], [0.166, 0.137, 0.372], [1.001, -0.379, -1.668], [0.025, 0.159, -0.112], [0.063, -0.309, -0.612], [0.018, -0.105, 0.180], [-0.017, 0.007, 0.160], [0.810, 0.401, -0.068], [0.488, 0.474, 0.018], [0.040, -1.034, 0.211], [-0.401, -1.227, -1.524], [1.762, 2.014, -0.381], [-0.338, -2.950, 1.235], [0.388, 1.259, -2.075], [-0.494, 0.476, 0.620], [0.718, 1.661, -1.383], [-2.363, -2.576, 0.441], [-0.286, -0.072, 0.764], [0.464, 0.138, -0.311], [0.321, -0.292, -0.217], [-0.341, 0.604, 0.671], [0.186, 0.620, 0.385], [-0.333, 0.422, -0.191], [-0.029, 0.612, 0.355], [-0.551, -0.732, -0.355], [-0.171, -0.949, 0.274], [0.098, 0.598, 0.065], [-0.074, 1.089, 0.003], [0.731, -0.296, 0.120], [-0.765, 0.676, 0.894], [0.049, 0.017, 0.002], [-0.402, 0.078, -0.344], [0.117, 0.146, -0.102], [1.163, -0.432, -0.538], [0.186, 0.061, 0.690], [0.582, 0.276, -0.157], [-0.245, 0.000, 0.575], [-0.055, 0.519, 0.583], [0.045, -0.688, -0.379], [0.453, 0.144, -0.388], [-1.374, -1.207, -1.075], [-0.699, 1.172, 2.119], [1.824, -0.375, -1.394], [0.215, 0.283, 0.999], [-1.366, 0.307, -0.406], [-1.623, -0.699, -2.095], [1.318, 1.075, 1.202], [0.207, -0.411, -1.116], [-0.153, -0.036, 0.213], [0.352, 0.479, -0.109], [0.118, -0.134, 0.334], [-0.306, 0.244, 0.388], [0.406, 0.116, -0.562], [0.414, -0.053, 0.180], [0.154, 0.045, 0.077], [-0.087, 0.102, -0.758], [-1.094, -0.720, -0.160], [0.125, 0.077, 0.589], [-0.227, -0.319, 0.154], [0.644, 0.378, -0.012], [0.585, 0.730, -0.346], [0.122, -0.708, 0.723], [0.105, -0.107, 0.841], [0.043, -0.212, 0.533], [0.069, 0.272, 0.128], [-0.592, -0.734, 0.327], [-0.023, 0.483, -0.252], [0.034, -0.178, -0.215], [0.310, -0.060, 0.164], [-0.291, 0.115, -1.713], [-0.460, -0.461, 0.006], [0.999, 1.615, 1.235], [0.961, 0.563, -0.911], [-0.443, -0.678, 1.496], [0.779, -1.615, 0.395], [-0.438, -0.251, -0.205], [0.847, 0.351, -1.064], [-1.481, 1.501, 0.935], [-0.179, -0.763, -1.241], [0.075, -0.201, 0.609], [0.138, 0.715, 0.827], [-0.165, -0.126, -0.002], [0.119, 0.700, 0.296], [0.592, -0.441, -0.330], [0.136, -0.297, -0.437], [-1.394, -0.665, -0.590], [0.389, -0.548, -0.474], [-1.399, -0.485, 0.094], [-0.185, 0.429, -0.223], [0.520, 0.052, -0.305], [0.478, 0.137, 0.127], [-0.483, -0.172, 0.406], [0.168, -0.215, 0.422], [-0.486, -0.267, 0.260], [0.442, 0.191, -0.631], [0.219, -0.392, 0.171], [0.128, 0.581, 0.288], [0.432, 0.885, 0.125], [0.026, -0.243, 0.371], [-0.231, 1.864, -0.954], [-1.456, -0.070, -0.765], [2.136, -1.268, -0.912], [-1.493, -0.048, 1.794], [1.448, -0.854, -0.544], [0.307, -0.257, 0.231], [-0.650, -0.075, 1.370], [-0.497, 0.572, -1.772], [0.002, -0.479, -0.463], [1.147, -0.298, 1.759], [-0.231, -0.836, 0.662], [-0.342, -0.204, -0.911], [-0.018, 0.606, 0.470], [-0.198, -0.679, -1.127], [0.161, -0.222, 1.392], [0.951, 0.451, -0.851], [1.654, -0.081, 0.305], [0.180, -0.172, 0.240], [0.189, -0.949, 0.767], [0.464, -0.459, 0.109], [0.038, 0.295, 0.370], [0.247, 0.489, 0.239], [-0.090, 0.457, -0.136], [-0.241, 0.371, -0.250], [-0.028, 0.130, 0.201], [-0.220, -0.283, -0.214], [-0.371, 0.172, -0.928], [0.091, 0.310, 0.256], [-0.131, -0.334, 0.173], [-0.305, 0.219, 0.102], [0.790, 0.038, 0.237], [-0.156, -0.166, 0.461], [0.354, 0.086, -0.253], [0.738, 0.027, 0.369], [-0.177, 0.440, 0.323], [-0.137, 0.058, 0.224], [-1.442, 0.377, -0.984], [0.690, 0.306, 0.342], [-0.826, -0.199, -0.580], [0.418, -0.115, 0.434], [0.042, 0.281, -0.394], [0.082, 0.029, 0.225], [-0.305, -0.863, 0.330], [0.569, 0.745, -1.094], [0.365, 1.377, -0.492], [-0.416, -0.467, -0.393], [-0.706, 0.629, 0.213], [-0.799, -0.679, -0.013], [-0.015, 0.104, -0.044], [-0.029, 0.430, 1.676], [-0.671, 0.027, -0.041], [-0.961, -0.230, -0.284], [0.108, -0.656, -0.913], [0.017, -0.141, -0.056], [-0.104, 0.287, 0.163], [0.165, -0.190, -0.142], [-0.161, -0.293, 0.399]],
  "fmax_ha_per_bohr": 0.069,
  "energy_ev": -407831.336,
  "spin_multiplicity": 6,
  "total_charge": 5,
  "lumo_ha": [-0.290, -0.290],
  "s2": 8.756
}